Here is a molecular structure, ClNa6O4 at a distorted geometry from OMol25. Energies are from the ωB97M-V functional and the def2-TZVPD basis.

The geometry in XYZ format:
```
11
Properties=species:S:1:pos:R:3:forces:R:3
Na -3.325 -0.075 1.572 -1.0 0.3 0.4
Na 0.267 3.514 2.444 0.5 0.8 0.2
Na -2.521 0.492 -2.001 0.0 0.7 -1.0
Na 1.082 -2.406 -3.026 0.1 -0.1 -1.1
Na 3.093 -2.470 0.016 1.1 0.0 0.2
Na -0.381 -1.917 2.379 0.3 -0.4 0.6
Cl 0.343 0.584 -0.229 4.1 4.3 -4.9
O -0.828 0.103 0.423 -2.6 -1.3 2.4
O 1.235 1.408 0.584 -2.4 -1.2 -0.2
O 1.120 -0.542 -0.698 0.1 -1.8 0.5
O -0.086 1.310 -1.465 -0.2 -1.3 2.7
```
Positions in Å, forces in eV/Å.

Summary:
**Charge**: +5
**Orbital gap**: 9.66 eV
**ΔE to the lowest compared entry with this formula, charge and spin**: 0.000 eV
**E_tot**: -1732.7014 hartree
**HOMO level**: -27.2352 eV


Here is C4H10N2O in the gas phase at a distorted geometry from OMol25. Energies are from the ωB97M-V functional and the def2-TZVPD basis.

The geometry in XYZ format:
```
17
Properties=species:S:1:pos:R:3:forces:R:3
C -0.521 -1.177 0.381 -0.4 0.1 -2.7
C 0.259 -0.498 -0.793 -0.4 0.6 1.3
C 1.212 0.576 -0.262 1.1 0.7 -2.2
C 0.742 1.862 0.341 0.0 0.8 2.1
N -0.590 2.129 0.569 0.4 -0.4 -0.4
O 1.566 2.673 0.744 -0.1 -0.4 -0.4
N -1.421 -2.254 -0.129 0.7 0.2 1.1
H -1.220 -0.460 0.784 0.4 0.3 0.9
H 0.254 -1.526 1.055 -0.4 -0.1 0.5
H 0.794 -1.249 -1.368 0.2 -0.1 0.1
H -0.419 0.003 -1.486 -0.3 -0.2 0.0
H 2.101 0.240 0.273 -0.5 -0.3 0.6
H 1.764 1.062 -1.100 -0.3 -0.7 -0.2
H -0.735 2.666 1.408 -0.2 0.2 -0.2
H -1.260 1.422 0.347 -0.3 -0.1 0.1
H -1.140 -3.087 0.364 -0.3 -0.5 -0.4
H -1.386 -2.383 -1.127 0.3 -0.1 0.0
```
Positions in Å, forces in eV/Å.

Summary:
**Orbital gap**: 10.42 eV
**ΔE to the lowest compared entry with this formula, charge and spin**: 1.236 eV
**E_tot**: -343.1560 hartree
**HOMO level**: -9.5373 eV
**SMILES**: NCCCC(N)=O


Here is a molecular structure, C22H49BClIO7 from OMol25. Energies are from the ωB97M-V functional and the def2-TZVPD basis.

The geometry in XYZ format:
```
81
Properties=species:S:1:pos:R:3:forces:R:3
C -3.438 -2.013 0.048 0.0 0.0 0.1
C -4.258 -0.969 -0.691 0.0 0.1 0.0
O -4.163 0.332 -0.135 0.0 0.0 -0.1
C -2.857 0.879 -0.091 0.0 0.0 0.1
C -2.265 1.227 -1.463 0.0 0.0 0.0
C -0.810 0.785 -1.622 0.0 0.0 0.0
C 0.174 1.277 -0.550 0.2 0.0 0.0
C 0.045 2.775 -0.155 0.0 -0.1 -0.1
B 0.140 3.051 1.377 0.0 0.0 -0.1
Cl 1.605 2.492 2.204 0.1 0.0 0.0
C -0.924 3.852 2.218 0.1 0.3 -0.2
I -1.830 2.375 3.493 0.0 -0.1 0.0
C -0.408 5.062 3.003 0.0 -0.1 0.1
C -0.434 6.312 2.130 0.1 0.1 -0.1
H -3.570 -1.900 1.127 0.0 0.0 0.0
H -3.761 -3.016 -0.236 0.0 0.0 0.0
H -2.371 -1.941 -0.167 0.0 0.0 0.0
H -5.320 -1.210 -0.636 0.0 0.0 0.0
H -3.987 -0.957 -1.755 0.0 0.0 0.0
H -2.958 1.771 0.528 0.0 0.0 0.0
H -2.185 0.200 0.449 0.0 0.0 0.0
H -2.362 2.300 -1.641 0.0 0.0 0.0
H -2.866 0.752 -2.242 0.0 0.0 0.0
H -0.785 -0.310 -1.602 0.0 0.0 -0.1
H -0.446 1.080 -2.611 0.0 0.1 0.0
H 1.183 1.124 -0.937 0.0 -0.1 0.1
H 0.101 0.639 0.335 -0.1 0.1 0.0
H -0.857 3.219 -0.581 0.0 0.0 0.1
H 0.892 3.318 -0.599 -0.1 0.0 0.0
H -1.747 4.158 1.571 0.0 0.0 0.1
H -1.014 5.216 3.897 0.0 0.1 -0.1
H 0.609 4.862 3.348 0.0 0.0 0.0
H 0.033 6.134 1.156 0.0 0.0 0.0
H 0.105 7.137 2.599 0.0 0.0 0.0
H -1.458 6.642 1.946 0.0 0.0 0.0
C 0.249 -8.951 2.625 0.1 0.0 0.1
O -0.231 -7.651 2.873 -0.1 0.0 -0.1
C 0.324 -6.679 2.010 0.1 0.0 0.0
C -0.595 -5.484 1.883 0.1 0.0 0.0
O -1.744 -5.734 1.090 0.0 0.0 0.0
C -2.840 -6.365 1.735 -0.1 0.1 0.0
C -3.706 -5.407 2.523 -0.1 0.0 0.0
O -3.070 -5.020 3.725 0.1 0.0 -0.1
C -3.448 -3.739 4.171 -0.1 0.0 0.0
H 1.318 -9.041 2.853 0.0 0.0 0.0
H -0.304 -9.631 3.269 0.0 0.0 0.0
H 0.094 -9.239 1.579 0.0 0.0 0.0
H 0.499 -7.109 1.016 0.0 0.0 0.0
H 1.290 -6.332 2.403 0.0 -0.1 0.0
H -0.040 -4.707 1.353 0.0 0.0 0.0
H -0.866 -5.108 2.872 0.0 0.0 0.0
H -2.513 -7.192 2.367 0.0 0.0 0.0
H -3.456 -6.764 0.926 0.0 -0.1 0.0
H -4.663 -5.901 2.743 0.0 0.0 0.0
H -3.915 -4.526 1.904 0.0 0.0 0.0
H -3.277 -2.985 3.394 0.0 0.0 0.0
H -2.834 -3.502 5.037 0.0 0.0 0.0
H -4.504 -3.701 4.464 0.0 0.0 0.0
C 4.702 4.319 -0.110 0.1 0.0 0.1
O 4.806 3.721 -1.381 -0.2 0.0 -0.1
C 4.614 2.322 -1.348 0.0 -0.1 0.0
C 4.129 1.804 -2.684 0.0 0.1 0.1
O 2.775 2.130 -2.955 -0.1 -0.1 0.0
C 2.486 3.440 -3.415 0.0 0.0 -0.1
C 2.782 3.656 -4.882 -0.1 0.1 0.0
O 4.172 3.766 -5.105 0.0 -0.2 0.1
C 4.544 3.465 -6.429 0.0 0.1 -0.1
H 5.512 4.003 0.558 0.0 0.0 0.0
H 4.765 5.397 -0.251 0.0 0.0 0.0
H 3.747 4.072 0.370 0.0 0.0 0.0
H 3.879 2.060 -0.574 0.0 0.0 0.0
H 5.557 1.814 -1.100 0.0 0.0 0.1
H 4.154 0.714 -2.627 0.0 0.0 -0.1
H 4.789 2.128 -3.491 0.0 0.1 0.0
H 2.990 4.197 -2.811 0.1 0.0 0.0
H 1.406 3.551 -3.287 0.0 0.0 0.1
H 2.273 4.577 -5.204 0.0 0.0 -0.1
H 2.367 2.822 -5.463 0.0 0.0 0.0
H 4.187 2.473 -6.727 0.0 0.0 0.0
H 5.631 3.482 -6.473 0.0 0.0 0.0
H 4.150 4.202 -7.139 0.0 0.0 0.0
```
Positions in Å, forces in eV/Å.

Summary:
**Orbital gap**: 9.32 eV
**E_tot**: -2176.9733 hartree
**HOMO level**: -9.2136 eV


Here is a molecular structure, C59H85FN13O3S at a distorted geometry from OMol25. Energies are from the ωB97M-V functional and the def2-TZVPD basis.

The geometry in XYZ format:
```
162
Properties=species:S:1:pos:R:3:forces:R:3
C -5.341 3.919 0.974 0.0 0.1 0.0
C -5.164 2.704 0.079 -0.5 0.0 0.1
O -4.023 1.877 0.333 0.4 0.0 -0.2
C -3.241 2.050 1.478 -0.4 0.1 0.1
C -2.404 0.768 1.486 0.0 -0.5 0.0
S -0.718 1.043 1.953 0.0 0.5 0.4
C -0.715 0.894 3.759 0.1 0.1 0.2
C -1.901 1.501 4.500 0.0 0.0 0.0
F -3.044 0.737 4.313 0.2 0.1 0.1
O 0.019 -0.294 1.514 0.2 0.1 -0.3
C 1.399 -0.018 1.008 0.2 -0.1 0.1
C 2.276 0.317 2.213 -0.1 0.0 -0.2
N 3.574 0.817 1.821 -0.1 0.0 0.2
C 3.970 2.063 2.487 0.3 -0.1 0.1
C 4.122 3.244 1.528 -0.1 0.2 -0.2
C 5.295 3.018 0.587 0.1 0.1 0.0
O 4.382 4.430 2.265 1.0 -0.5 -0.8
H -6.233 4.451 0.623 0.1 0.0 0.1
H -4.493 4.612 0.918 -0.1 -0.1 0.0
H -5.513 3.656 2.022 0.0 0.0 -0.1
H -5.081 3.023 -0.966 0.0 -0.1 0.1
H -6.041 2.049 0.170 0.1 0.2 -0.1
H -2.635 2.974 1.445 0.0 -0.2 -0.1
H -3.849 2.076 2.391 0.1 0.1 -0.1
H -2.318 0.394 0.459 -0.1 0.1 0.1
H -2.834 0.003 2.133 0.0 -0.1 -0.3
H -0.580 -0.170 3.984 -0.2 0.1 0.0
H 0.187 1.435 4.066 -0.1 -0.2 0.1
H -1.657 1.511 5.567 -0.1 0.0 -0.1
H -2.117 2.531 4.191 0.0 -0.2 0.0
H 1.370 0.803 0.287 -0.1 0.0 0.1
H 1.692 -0.931 0.487 -0.1 0.0 0.1
H 1.784 1.122 2.778 0.0 -0.2 -0.1
H 2.322 -0.557 2.877 0.0 0.0 0.0
H 4.279 0.104 1.937 0.1 0.0 -0.1
H 4.924 1.940 3.021 -0.1 -0.1 -0.2
H 3.213 2.311 3.244 0.0 0.0 0.0
H 3.183 3.375 0.964 0.1 -0.2 0.0
H 5.520 1.952 0.490 0.0 0.2 -0.2
H 5.125 3.440 -0.406 0.0 -0.1 0.1
H 6.160 3.531 1.022 0.0 -0.2 -0.1
H 3.692 4.580 2.926 0.4 -0.1 -1.5
N 0.499 -3.566 0.389 0.1 0.1 -0.1
C -0.322 -3.682 -0.702 -0.1 0.1 0.0
C 0.296 -4.492 -1.615 0.1 0.0 0.0
C 1.547 -4.874 -1.057 0.0 0.0 0.0
C 1.641 -4.294 0.179 0.0 0.0 0.0
H 0.275 -3.058 1.226 -0.1 -0.1 0.1
H -1.276 -3.181 -0.731 0.0 0.0 0.0
H -0.095 -4.788 -2.574 0.0 0.0 0.0
H 2.285 -5.515 -1.508 0.0 0.0 0.0
H 2.413 -4.351 0.927 0.0 0.0 0.0
N -9.426 2.322 0.348 0.0 0.0 -0.1
C -9.059 1.266 1.138 0.1 0.1 0.1
C -8.915 0.170 0.334 0.0 -0.1 -0.1
C -9.216 0.574 -0.996 0.0 0.1 0.0
C -9.539 1.905 -0.952 0.1 0.0 0.0
H -9.594 3.257 0.670 -0.1 0.0 0.0
H -8.914 1.388 2.198 -0.1 0.0 0.0
H -8.622 -0.815 0.658 0.0 0.0 0.0
H -9.199 -0.042 -1.879 0.0 0.0 0.0
H -9.829 2.586 -1.733 0.0 0.0 0.0
N 8.737 2.533 3.753 0.8 -2.0 -2.6
C 10.080 2.466 3.498 0.6 0.2 -0.1
C 10.461 3.661 2.948 0.3 -0.2 0.4
C 9.302 4.482 2.871 0.1 -0.1 -1.0
C 8.255 3.757 3.373 1.5 -0.6 -7.2
H 8.192 1.797 4.165 0.1 0.1 -0.1
H 10.648 1.583 3.731 0.0 0.0 0.0
H 11.459 3.920 2.640 0.0 0.0 0.0
H 9.246 5.488 2.493 -0.1 0.0 0.0
H 7.214 4.012 3.491 2.4 0.9 -3.6
N -3.535 -4.490 2.719 1.9 -1.6 1.8
C -3.780 -3.780 3.861 0.8 -0.4 0.1
C -3.016 -2.643 3.825 0.4 -0.5 0.1
C -2.284 -2.676 2.603 0.9 -0.2 0.5
C -2.625 -3.831 1.950 2.4 -1.5 1.8
H -3.957 -5.371 2.486 -0.1 0.1 0.0
H -4.476 -4.138 4.600 0.0 0.0 0.0
H -2.998 -1.877 4.583 0.0 0.0 0.0
H -1.592 -1.947 2.218 0.0 0.0 0.0
H -2.297 -4.219 1.001 0.1 -0.1 0.1
N -6.727 -2.413 2.327 -0.3 -0.1 0.0
C -7.046 -3.338 1.372 -0.2 0.0 0.2
C -5.878 -3.775 0.806 0.1 0.1 0.2
C -4.811 -3.085 1.450 -2.3 1.8 -2.1
C -5.369 -2.253 2.385 -0.4 0.7 -0.7
H -7.389 -1.926 2.902 0.0 0.0 0.0
H -8.070 -3.609 1.181 0.0 0.0 0.0
H -5.795 -4.509 0.023 0.0 0.0 -0.1
H -3.757 -3.193 1.254 -2.7 1.6 -1.5
H -4.915 -1.572 3.085 -0.4 0.1 -0.3
N -2.056 -3.602 -4.229 0.0 0.0 0.0
C -1.722 -4.579 -5.126 0.0 0.0 0.0
C -1.721 -4.019 -6.375 0.0 0.0 0.0
C -2.071 -2.649 -6.221 0.1 0.1 0.0
C -2.269 -2.421 -4.885 0.1 -0.1 0.0
H -2.136 -3.737 -3.238 0.0 0.0 0.0
H -1.518 -5.585 -4.798 0.0 0.0 0.0
H -1.493 -4.525 -7.299 0.0 0.0 0.0
H -2.169 -1.914 -7.004 0.0 0.0 0.0
H -2.542 -1.526 -4.353 0.0 0.0 0.0
N 7.941 -0.829 -2.634 0.0 0.0 0.0
C 8.508 0.008 -1.713 0.0 0.0 0.0
C 7.863 -0.184 -0.521 -0.1 0.0 0.1
C 6.865 -1.177 -0.736 0.0 0.0 0.0
C 6.940 -1.554 -2.051 0.0 0.0 0.0
H 8.221 -0.901 -3.594 0.0 0.0 0.0
H 9.320 0.663 -1.978 0.0 0.0 0.0
H 8.084 0.329 0.400 0.0 0.0 0.0
H 6.178 -1.577 -0.009 0.0 0.0 0.0
H 6.375 -2.277 -2.613 0.0 0.0 0.0
N 2.658 4.760 4.011 -1.1 0.3 1.3
C 1.369 4.635 3.555 -0.2 0.0 -0.1
C 0.914 5.885 3.232 0.0 -0.2 0.1
C 1.962 6.802 3.519 0.2 -0.1 0.1
C 3.024 6.081 3.994 -0.4 0.7 0.5
H 3.249 4.009 4.312 -0.2 0.0 0.6
H 0.908 3.664 3.476 0.0 0.0 0.0
H -0.057 6.121 2.829 0.0 0.0 0.0
H 1.941 7.869 3.380 0.0 0.0 0.0
H 4.004 6.390 4.315 0.0 0.0 0.0
N -1.977 -8.548 -5.446 0.0 0.0 0.0
C -1.570 -9.676 -4.786 0.0 0.0 0.0
C -2.534 -9.993 -3.867 0.0 0.0 0.0
C -3.565 -9.019 -3.980 0.0 0.0 0.0
C -3.191 -8.142 -4.962 0.0 0.0 0.0
H -1.467 -8.095 -6.181 0.0 0.0 0.0
H -0.639 -10.158 -5.027 0.0 0.0 0.0
H -2.508 -10.834 -3.194 0.0 0.0 0.0
H -4.477 -8.973 -3.410 0.0 0.0 0.0
H -3.685 -7.271 -5.360 0.0 0.0 0.0
N 0.879 -2.386 -8.039 0.0 0.0 0.0
C 2.096 -2.963 -8.274 0.0 0.0 0.0
C 2.209 -3.172 -9.624 0.0 0.0 0.0
C 1.010 -2.702 -10.225 0.0 0.0 0.0
C 0.210 -2.225 -9.220 0.0 0.0 0.0
H 0.516 -2.139 -7.136 0.0 -0.1 0.0
H 2.775 -3.178 -7.468 0.0 0.0 0.0
H 3.055 -3.613 -10.124 0.0 0.0 0.0
H 0.764 -2.714 -11.274 0.0 0.0 0.0
H -0.772 -1.787 -9.250 0.0 0.0 0.0
N -4.847 5.462 -2.968 0.0 0.0 0.1
C -4.040 4.512 -3.536 0.0 0.0 0.0
C -4.231 4.558 -4.891 0.0 0.0 0.0
C -5.191 5.576 -5.148 0.0 0.0 0.0
C -5.551 6.115 -3.943 0.0 0.0 0.0
H -4.912 5.657 -1.987 0.0 0.0 0.0
H -3.400 3.889 -2.935 0.0 0.0 0.0
H -3.740 3.935 -5.618 0.0 0.0 0.0
H -5.570 5.877 -6.110 0.0 0.0 0.0
H -6.241 6.904 -3.701 0.0 0.0 0.0
N 5.627 2.877 5.620 -0.4 -0.1 0.7
C 6.409 2.655 6.724 -0.1 -0.1 -0.2
C 7.651 3.161 6.460 -0.2 0.0 0.4
C 7.620 3.710 5.148 -2.1 1.2 6.7
C 6.359 3.521 4.652 -1.8 -0.6 2.2
H 4.671 2.589 5.541 0.0 -0.1 0.0
H 6.017 2.161 7.596 0.0 -0.1 0.0
H 8.492 3.143 7.131 0.0 0.0 0.0
H 8.434 4.188 4.627 -0.1 1.8 4.0
H 5.930 3.788 3.698 -0.9 -0.2 0.5
```
Positions in Å, forces in eV/Å.

Summary:
**Charge**: +1
**Orbital gap**: 5.05 eV
**E_tot**: -3733.9961 hartree
**HOMO level**: -8.2589 eV


Here is 3 unconnected molecules or ions with the total composition CH7O3 from OMol25. Energies are from the ωB97M-V functional and the def2-TZVPD basis.

The geometry in XYZ format:
```
11
Properties=species:S:1:pos:R:3:forces:R:3
C -0.947 -0.265 1.612 -0.2 0.1 -0.6
O -0.273 -0.473 0.437 0.4 0.3 0.1
H -0.458 0.466 2.289 0.1 -0.1 0.2
H -1.962 0.162 1.445 -0.1 -0.1 0.1
H -1.100 -1.203 2.179 0.0 0.0 0.3
H -0.851 -0.096 -1.049 0.0 -0.1 0.2
H -0.380 -0.579 -2.415 -0.1 0.1 0.0
O -1.065 -0.018 -2.033 0.1 0.0 -0.1
H 1.983 1.580 -0.022 0.1 -0.2 -0.1
H 1.344 0.272 0.385 -0.5 -0.6 -0.3
O 2.204 0.643 0.060 0.1 0.6 0.3
```
Positions in Å, forces in eV/Å.

Summary:
**Charge**: -1
**Orbital gap**: 7.98 eV
**ΔE to the lowest compared entry with this formula, charge and spin**: 0.137 eV
**E_tot**: -268.0344 hartree
**HOMO level**: -3.4647 eV